C4H38NO14 | ωB97M-V/def2-TZVPD

CARTESIAN COORDINATES (ANGSTROEM)
O1 -3.29 -2.46 0.46
O2 1.00 2.37 -2.87
O3 1.23 4.00 1.00
O4 -2.44 1.99 -0.89
O5 -2.85 -0.62 -1.32
O6 -1.00 0.19 2.99
O7 1.15 2.33 3.13
O8 -0.98 -3.53 -3.07
O9 -1.39 2.60 3.41
O10 -0.57 -1.97 -1.17
O11 -1.50 2.62 -3.21
O12 -1.21 3.56 0.99
O13 2.28 -1.86 -3.25
O14 2.95 0.72 -2.28
N1 -0.28 -2.52 1.55
C1 0.50 -1.37 -0.43
C2 2.77 -2.78 2.32
C3 0.92 -2.30 0.68
C4 2.04 -1.73 1.48
H1 3.08 -3.58 1.60
H2 -1.38 -1.35 -1.39
H3 -2.88 0.35 -1.05
H4 1.57 1.62 -2.54
H5 0.60 3.69 1.54
H6 2.22 -3.27 2.99
H7 -0.28 -3.27 2.18
H8 1.25 2.73 4.01
H9 2.46 -2.08 -4.26
H10 2.85 -0.19 -2.73
H11 1.28 3.04 -2.22
H12 2.44 -2.66 -2.75
H13 -3.11 2.43 -1.35
H14 -2.29 2.93 3.70
H15 1.86 4.45 1.61
H16 -0.75 4.21 0.44
H17 1.29 -3.23 0.07
H18 -1.19 0.82 2.34
H19 -0.62 -3.03 -2.25
H20 0.32 -0.32 -0.24
H21 -1.14 -2.55 0.93
H22 -1.96 2.68 -4.01
H23 1.25 -1.26 -1.29
H24 -0.56 2.59 -3.33
H25 3.61 -2.39 2.86
H26 -3.69 -0.90 -1.70
H27 -1.46 0.56 3.73
H28 0.22 2.18 3.14
H29 -1.77 2.94 0.43
H30 -0.42 -3.38 -3.79
H31 -0.46 -1.59 2.18
H32 3.67 1.16 -2.72
H33 1.87 -0.91 2.17
H34 -1.14 3.39 2.77
H35 -3.62 -3.26 0.74
H36 -1.76 2.02 -1.46
H37 -3.44 -2.44 -0.57
H38 2.75 -1.38 0.70

Output
* HOMO level: -12.7 eV
* spin multiplicity: 1
* net charge: +1
* energy above the lowest of the compared OMol25 structures with the same formula, charge and spin: 109.1 kcal/mol

In the Löwdin picture, each atom carries the following charge in e:
1 O -0.063
2 O -0.072
3 O -0.036
4 O 0.028
5 O -0.070
6 O -0.030
7 O -0.052
8 O -0.086
9 O -0.146
10 O -0.152
11 O -0.017
12 O -0.103
13 O -0.085
14 O -0.065
15 N 0.225
16 C -0.178
17 C -0.074
18 C -0.307
19 C -0.210
20 H 0.100
21 H 0.100
22 H 0.058
23 H 0.017
24 H -0.106
25 H 0.026
26 H 0.139
27 H 0.071
28 H 0.146
29 H 0.050
30 H 0.069
31 H 0.051
32 H 0.068
33 H 0.111
34 H 0.078
35 H 0.075
36 H 0.200
37 H 0.004
38 H -0.005
39 H 0.136
40 H 0.141
41 H 0.028
42 H 0.120
43 H -0.027
44 H 0.081
45 H 0.076
46 H 0.044
47 H -0.055
48 H 0.053
49 H -0.028
50 H 0.193
51 H 0.053
52 H 0.124
53 H 0.091
54 H 0.000
55 H -0.030
56 H 0.103
57 H 0.138

***

C4H38O15 | ωB97M-V/def2-TZVPD

CARTESIAN COORDINATES (ANGSTROEM)
O1 2.80 -0.13 2.61
O2 -2.37 2.73 1.05
O3 1.29 -1.08 0.71
O4 0.10 0.02 -4.05
O5 2.13 2.19 -3.69
O6 3.05 2.08 -0.96
O7 4.23 -1.18 -0.60
O8 -0.78 -1.99 -2.06
O9 -1.61 1.04 -1.25
O10 -2.72 -0.12 -3.88
O11 0.80 -3.46 -0.31
O12 0.00 3.05 -0.79
O13 -0.60 3.02 3.02
O14 1.09 -3.00 2.47
O15 -1.59 -3.32 2.24
C1 0.87 0.32 0.66
C2 -0.54 0.48 1.27
C3 -1.37 -0.74 0.99
C4 -2.81 -0.52 1.54
H1 -2.77 0.22 -2.93
H2 4.86 -0.51 -0.29
H3 -1.17 -1.17 -1.83
H4 2.74 -0.04 3.51
H5 -2.00 -3.83 1.45
H6 -2.27 -2.66 2.40
H7 -0.98 -1.54 1.55
H8 3.92 -0.90 -1.41
H9 -1.44 -0.93 -0.11
H10 -0.44 0.83 2.19
H11 3.45 2.92 -0.66
H12 -3.27 -1.48 1.77
H13 0.30 2.64 2.94
H14 -2.58 -1.03 -3.64
H15 0.61 -0.84 -3.81
H16 1.97 1.22 -3.61
H17 -0.64 1.09 -1.15
H18 -0.98 1.24 0.76
H19 -0.27 3.10 0.11
H20 -2.70 -0.11 2.60
H21 2.63 -1.08 2.26
H22 0.70 -2.87 0.51
H23 -2.86 3.05 0.26
H24 0.73 0.60 -0.29
H25 2.20 -1.15 0.34
H26 0.80 3.60 -0.76
H27 -3.37 -0.05 0.73
H28 -1.74 1.96 -1.51
H29 0.21 -2.88 2.13
H30 -0.26 -2.46 -1.38
H31 1.74 -3.24 -0.53
H32 -0.76 -0.04 -4.52
H33 -1.23 2.19 2.97
H34 0.73 -3.58 3.04
H35 1.23 2.25 -3.47
H36 2.34 2.21 -1.59
H37 1.63 1.00 1.26
H38 -3.04 2.89 1.75

Output
* HOMO level: -10.2 eV
* spin multiplicity: 1
* net charge: 0
* energy above the lowest of the compared OMol25 structures with the same formula, charge and spin: 155.2 kcal/mol

In the Löwdin picture, each atom carries the following charge in e:
1 O -0.068
2 O -0.079
3 O -0.147
4 O -0.118
5 O -0.048
6 O -0.058
7 O -0.007
8 O -0.068
9 O -0.069
10 O -0.077
11 O -0.096
12 O -0.024
13 O -0.108
14 O -0.015
15 O -0.077
16 C -0.173
17 C -0.214
18 C -0.222
19 C -0.066
20 H 0.050
21 H 0.067
22 H -0.040
23 H -0.004
24 H 0.137
25 H 0.014
26 H 0.048
27 H -0.011
28 H 0.102
29 H 0.042
30 H 0.057
31 H 0.038
32 H 0.046
33 H 0.025
34 H 0.096
35 H 0.043
36 H 0.024
37 H 0.015
38 H 0.021
39 H 0.109
40 H 0.088
41 H 0.029
42 H 0.077
43 H 0.041
44 H 0.079
45 H 0.069
46 H 0.080
47 H 0.058
48 H -0.020
49 H 0.002
50 H 0.074
51 H 0.031
52 H 0.072
53 H -0.011
54 H -0.011
55 H -0.022
56 H 0.140
57 H 0.080

***

C4H3AlO4 | ωB97M-V/def2-TZVPD

CARTESIAN COORDINATES (ANGSTROEM)
Al1 -2.99 -0.84 1.14
O1 -2.66 0.84 1.53
O2 -2.42 3.50 1.71
O3 -4.01 3.28 0.05
O4 -2.51 -0.65 -0.61
C1 -2.24 -0.40 -1.68
C2 -1.79 2.65 2.71
C3 -1.70 1.27 2.16
C4 -3.34 3.17 0.96
H1 -0.76 0.70 2.29
H2 -0.80 3.07 2.92
H3 -2.44 2.66 3.60

Output
* HOMO level: -31.0 eV
* spin multiplicity: 1
* net charge: +4

In the Löwdin picture, each atom carries the following charge in e:
1 Al 1.623
2 O 0.113
3 O 0.291
4 O 0.508
5 O 0.175
6 C 0.494
7 C 0.121
8 C 0.102
9 C -0.096
10 H 0.221
11 H 0.219
12 H 0.230

***

C4H3BrCl2 | ωB97M-V/def2-TZVPD

CARTESIAN COORDINATES (ANGSTROEM)
Br1 -0.17 -3.32 -1.00
Cl1 -1.55 -0.17 -1.60
Cl2 2.08 0.79 0.44
C1 0.38 0.86 0.24
C2 -0.23 -0.52 -0.60
C3 0.35 -1.69 -0.31
C4 -0.49 1.74 0.64
H1 -0.07 2.52 1.31
H2 -1.55 1.43 0.42
H3 1.25 -1.64 0.45

Output
* structure (SMILES): C=C(Cl)/C(Cl)=C/Br
* HOMO level: -9.3 eV
* spin multiplicity: 1
* net charge: 0
* energy above the lowest of the compared OMol25 structures with the same formula, charge and spin: 0.0 kcal/mol

In the Löwdin picture, each atom carries the following charge in e:
1 Br 0.715
2 Cl 0.705
3 Cl 0.683
4 C -0.750
5 C -0.799
6 C -0.724
7 C -0.054
8 H 0.080
9 H 0.068
10 H 0.076

***

Number 1: LUMO -2.344 eV. Number 2: LUMO -0.011 eV. Number 3: LUMO -24.519 eV. Number 4: LUMO 0.688 eV.